[1]
DFT (the ωB97M-V functional and the def2-TZVPD basis) results for 2 unconnected molecules or ions with the total composition C8H11N3O3.

Structure (XYZ):
```
25
Properties=species:S:1:pos:R:3:nbo_charge:R:1
C -2.60204 0.99657 0.63980 -0.2368
C -3.08215 0.67125 -0.62180 -0.2014
C -1.19909 0.89221 0.94490 -0.2820
C -2.26565 0.20507 -1.64728 -0.2614
C -0.52266 0.46441 -0.10765 0.0642
C -0.88015 0.13104 -1.38157 0.0757
C 1.62185 -2.39831 0.38646 -0.2304
C 1.77647 -0.03786 0.81737 0.6211
N 0.09441 -0.17217 -2.33239 -0.8104
N 1.62357 0.15334 2.16104 -0.8112
N 1.90506 1.20265 0.14243 0.4268
O 1.77198 2.22901 0.82481 -0.4476
O 2.07653 1.19220 -1.08971 -0.4639
O 2.10523 -1.08475 0.09021 -0.4635
H -3.37166 1.31645 1.24789 0.2057
H -4.06271 0.81534 -0.91196 0.2023
H -0.80512 1.16873 1.82554 0.2245
H -2.81967 0.01590 -2.52867 0.2158
H 0.64539 -2.39634 0.02452 0.2016
H 1.45138 -2.71185 1.49422 0.1697
H 2.22061 -3.02908 -0.09957 0.2007
H -0.22079 0.30325 -3.16444 0.3735
H 1.04547 -0.05038 -2.12154 0.4132
H 1.46208 -0.70577 2.68090 0.3876
H 2.03166 0.82909 2.72647 0.4263
```

Computed properties:
* Kohn-Sham gap (alpha / beta): 7.481 / 7.706 eV
* 2S+1: 1
* LUMO level (alpha / beta): -0.42 / 0.06 eV

[2]
DFT (the ωB97M-V functional and the def2-TZVPD basis) results for 3 unconnected molecules or ions with the total composition C28H53ClNO10P2S2.

Structure (XYZ):
```
97
Properties=species:S:1:pos:R:3:mulliken_charge:R:1
O 1.66670 5.19321 -5.03002 -0.5178
S 0.95473 4.28832 -6.08085 0.9877
O -0.58805 4.55868 -5.90084 -0.5264
Cl 1.67602 4.86363 -7.96194 -0.1730
C 1.25275 2.42750 -5.76781 -0.6299
C 0.84717 2.13671 -4.17240 0.0992
C -0.40693 1.07343 -4.07769 -0.8602
C -0.70303 0.49241 -2.57579 -0.5829
N -1.14940 1.51343 -1.55762 0.3531
C -1.68945 0.96384 -0.40366 -0.0829
S -2.18561 2.27618 0.88252 -0.0601
C -1.69046 3.75983 -0.14940 -0.1515
C -0.78408 4.96101 0.53050 -0.7496
C 0.80391 4.59036 0.71149 -0.1935
C 1.47607 5.12484 2.12147 -0.5900
C 2.60211 6.31148 1.92218 0.3638
C 3.94462 6.13820 0.95814 -0.2303
C 5.08390 7.31554 0.78986 -0.3783
C 4.88343 8.73136 1.63025 -0.3271
C 3.54018 8.93467 2.60030 -0.3761
C 2.41960 7.72990 2.74469 -0.4039
C -1.13370 3.02413 -1.52543 -0.4679
H 0.51900 1.78311 -6.41364 0.3976
H 2.38939 2.25262 -5.98925 0.3973
H 0.63228 3.19122 -3.71293 -0.0489
H 1.84367 1.73626 -3.67706 0.1676
H -1.38540 1.48405 -4.62344 0.2851
H -0.07695 0.13300 -4.73557 0.4243
H 0.27204 -0.04316 -2.17262 0.2914
H -1.55963 -0.33283 -2.67984 0.4028
H -1.81327 -0.19997 -0.26755 0.3380
H -2.73419 4.31999 -0.28586 0.4496
H -1.22065 5.32887 1.57334 0.3970
H -0.83237 5.87075 -0.23744 0.2834
H 1.41038 5.13016 -0.15988 0.2965
H 0.98648 3.42894 0.53412 0.1160
H 0.59882 5.52421 2.79060 0.3267
H 1.94605 4.16412 2.64431 0.2788
H 4.05485 5.10560 0.40583 0.2517
H 6.03291 7.16938 0.08134 0.2774
H 5.67742 9.59085 1.56717 0.2907
H 3.44807 9.98295 3.15948 0.2713
H 1.49305 7.89820 3.46293 0.1908
H -0.14572 3.61643 -1.72321 0.1043
H -1.91775 3.38909 -2.32315 0.2882
O 2.28307 -1.84953 0.08718 -0.5761
P 3.02604 -3.12427 0.55649 1.0446
O 4.00916 -2.32729 1.62440 -0.4070
C 3.47929 -1.99813 2.89444 -0.2735
C 3.32847 -3.22932 3.76807 -0.9361
O 4.09808 -3.13467 -0.72418 -0.4467
C 3.70295 -2.57969 -1.97312 -0.3312
C 4.13905 -1.12613 -2.08505 -1.1224
O 3.85621 -4.54860 1.08089 -0.2502
C 3.20297 -5.76717 0.75398 -0.2598
C 3.12719 -6.00102 -0.74369 -0.9728
H 2.52233 -1.48040 2.77852 0.2143
H 4.17970 -1.30221 3.36738 0.3505
H 2.55753 -3.89805 3.37045 0.1858
H 3.04347 -2.94376 4.78341 0.4220
H 4.26140 -3.79624 3.80655 0.2367
H 2.62606 -2.68953 -2.12312 0.3085
H 4.18868 -3.16109 -2.76441 0.3860
H 3.90690 -0.55010 -1.18622 0.2992
H 3.65988 -0.64368 -2.94266 0.2774
H 5.22356 -1.06519 -2.21617 0.3494
H 2.20258 -5.76576 1.19641 0.2395
H 3.77370 -6.57620 1.21893 0.3607
H 2.45875 -5.27596 -1.21937 0.2339
H 2.74342 -7.00157 -0.96214 0.4359
H 4.11174 -5.88927 -1.20933 0.2340
O -5.06694 -5.31713 0.37064 -0.6852
P -4.81135 -4.03271 1.19657 1.0502
O -3.76307 -4.75457 2.25588 -0.3483
C -2.41996 -4.92705 1.84547 -0.4740
C -1.67379 -3.60627 1.82155 -0.3596
O -6.18265 -4.20082 2.13506 -0.3724
C -7.32071 -4.86588 1.59984 -0.3745
C -7.31658 -6.34020 1.97656 -1.1548
O -4.52576 -2.59755 2.11943 -0.2523
C -4.91795 -1.39338 1.47549 -0.1233
C -6.41786 -1.31393 1.25784 -1.1018
H -2.38696 -5.41344 0.86588 0.2764
H -1.94417 -5.59864 2.56736 0.3540
H -2.06535 -2.95088 1.03618 0.0306
H -0.61093 -3.77223 1.63058 0.0956
H -1.78642 -3.07805 2.77105 0.2826
H -7.37760 -4.72721 0.51734 0.3736
H -8.21304 -4.39102 2.02213 0.3958
H -6.34275 -6.80916 1.81737 0.2997
H -8.06716 -6.88888 1.39914 0.3453
H -7.54387 -6.45991 3.04009 0.3009
H -4.38395 -1.30670 0.52477 0.1479
H -4.59991 -0.56494 2.11502 0.3580
H -6.74619 -2.05594 0.52271 0.2640
H -6.70509 -0.32638 0.88587 0.4385
H -6.96110 -1.51480 2.18692 0.2504
```

Computed properties:
* Kohn-Sham gap: 5.665 eV
* 2S+1: 1
* LUMO level: -4.52 eV
* charge: +1

[3]
DFT (the ωB97M-V functional and the def2-TZVPD basis) results for a single C4H9NO3 molecule.

Structure (XYZ):
```
17
Properties=species:S:1:pos:R:3:nbo_charge:R:1
C 0.81636 -0.32371 -1.33263 0.1348
C -1.15816 0.22807 0.36970 -0.2634
C -0.96149 -0.76492 1.50225 -0.6381
N -0.57292 -0.43190 -1.11839 -0.6163
C 0.96427 0.95058 -0.39153 0.7908
O 1.63632 -1.34320 -0.86660 -0.7204
O 0.66516 2.06689 -1.08051 -0.6665
O 1.70482 0.85488 0.57510 -0.6210
H 1.95379 -1.07220 0.01600 0.4935
H 0.63641 2.82158 -0.47075 0.4888
H -0.79379 -1.41922 -0.99921 0.3654
H 1.04272 -0.05033 -2.36689 0.1802
H -0.98470 1.24588 0.72779 0.2128
H -2.20008 0.29060 0.05681 0.2141
H 0.07160 -0.75978 1.84863 0.2213
H -1.20782 -1.78017 1.19023 0.2076
H -1.61248 -0.51304 2.34002 0.2165
```

Computed properties:
* structure (SMILES): CCN[C@H](O)C(=O)O
* Kohn-Sham gap: 10.129 eV
* 2S+1: 1
* LUMO level: 0.65 eV

[4]
DFT (the ωB97M-V functional and the def2-TZVPD basis) results for a molecular structure, C25H23AgN8O2S.

Structure (XYZ):
```
60
Properties=species:S:1:pos:R:3:nbo_charge:R:1
Ag 0.27723 1.83056 -0.93131 0.8316
N -2.07397 -2.12282 0.37203 -0.5532
C -1.67455 -0.86837 0.08904 0.3503
N -0.44725 -0.47074 0.07729 -0.5781
C 0.55517 -1.38760 0.28712 0.3881
N 1.80597 -1.11180 0.08727 -0.3653
N 2.01270 0.20443 -0.26941 -0.2815
C 3.13305 0.42659 -0.82759 0.0666
C 3.51553 1.78012 -1.23564 0.1504
C 4.79638 1.98645 -1.74242 -0.2201
C 5.18312 3.27008 -2.09212 -0.1591
C 4.27758 4.30281 -1.91827 -0.2499
C 3.01889 4.00028 -1.41696 0.0659
N 2.63400 2.77725 -1.08546 -0.4452
C 0.19427 -2.73489 0.74683 -0.0736
C 1.14010 -3.66407 1.18416 -0.1563
C 0.74252 -4.91070 1.61992 -0.2348
C -0.61127 -5.25169 1.62398 -0.1747
C -1.56321 -4.34686 1.20318 -0.2460
C -1.15488 -3.08626 0.76967 0.1691
H -3.05098 -2.34382 0.29955 0.4202
H -2.45910 -0.16892 -0.17274 0.2371
H 3.85212 -0.37376 -0.99523 0.1804
H 5.47058 1.14797 -1.85733 0.2199
H 6.17130 3.45749 -2.49140 0.2202
H 4.52325 5.32415 -2.17485 0.2229
H 2.27842 4.78359 -1.29675 0.1919
H 2.18368 -3.38071 1.16555 0.2411
H 1.48028 -5.62570 1.96069 0.2194
H -0.91950 -6.23244 1.96280 0.2186
H -2.61708 -4.59938 1.20962 0.2168
O -2.98715 0.23945 -2.25083 -0.6918
C -2.11157 0.59747 -3.03837 0.6771
C -2.13738 0.25007 -4.53143 -0.5149
C -0.90008 0.94470 -5.08590 -0.5198
C -0.24117 1.53526 -3.84355 0.6694
O 0.83772 2.11705 -3.83525 -0.6475
N -1.01259 1.32345 -2.73413 -0.7734
H -3.07886 0.59414 -4.95890 0.2264
H -2.11383 -0.83551 -4.63446 0.2250
H -1.13251 1.75143 -5.78149 0.2287
H -0.19154 0.28356 -5.58369 0.2285
N -0.43881 3.32257 1.07928 -0.8427
C -0.34665 2.36436 2.07622 0.2701
S 1.03608 2.22450 2.95382 -0.1913
N -1.47085 1.61775 2.19357 -0.6156
C -1.71203 0.43260 2.93150 0.2328
C -3.04336 0.13175 3.20687 -0.2704
C -3.37718 -1.06092 3.82820 -0.2048
C -2.38454 -1.95867 4.19021 -0.2330
C -1.05821 -1.65093 3.92435 -0.1860
C -0.71113 -0.46521 3.29567 -0.2630
H 0.29347 4.00876 1.12431 0.4199
H -1.34949 3.69968 0.85838 0.3899
H -2.21422 1.84441 1.55449 0.3931
H -3.81875 0.83749 2.92994 0.2123
H -4.41694 -1.28152 4.03423 0.2163
H -2.63872 -2.89052 4.67990 0.2163
H -0.27321 -2.34850 4.19199 0.2205
H 0.31911 -0.23988 3.07388 0.2555
```

Computed properties:
* Kohn-Sham gap: 7.729 eV
* 2S+1: 1
* LUMO level: -0.24 eV

[5]
DFT (the ωB97M-V functional and the def2-TZVPD basis) results for 2 unconnected molecules or ions with the total composition H2N2O3.

Structure (XYZ):
```
7
Properties=species:S:1:pos:R:3:nbo_charge:R:1
N 1.78010 -0.36461 0.04026 0.3577
N 0.71659 -0.69425 0.44812 -0.3967
O 2.36900 0.57519 -0.35269 -0.3036
O -2.07634 0.38615 -0.45173 -0.3642
O -1.32940 0.57941 0.64987 -0.1406
H 0.45895 -1.64479 0.67846 0.3886
H -1.91890 1.16290 -1.01229 0.4587
```

Computed properties:
* Kohn-Sham gap (alpha / beta): 10.319 / 8.193 eV
* 2S+1: 1
* LUMO level (alpha / beta): -0.26 / -0.46 eV

[6]
DFT (the ωB97M-V functional and the def2-TZVPD basis) results for a molecular structure, C30H23N4O3V.

Structure (XYZ):
```
61
Properties=species:S:1:pos:R:3:nbo_charge:R:1
V -0.35802 0.40427 -0.25418 1.1549
C -3.01275 4.76126 2.09272 -0.2557
O -2.60834 3.40488 1.82904 -0.4947
C -1.79926 2.80217 2.71636 0.2736
C -1.79894 3.01777 4.09028 -0.2023
C -0.94063 2.31490 4.93347 -0.1733
C -0.07048 1.36915 4.43238 -0.1352
C -0.06643 1.10979 3.05733 -0.1932
C 0.83554 0.16362 2.48911 0.2389
N 0.86673 -0.16847 1.22865 -0.2339
N 1.88574 -1.02437 0.86620 -0.3040
C 1.93793 -1.09743 -0.41471 0.5518
O 1.01868 -0.35423 -1.08842 -0.5582
C 2.88644 -1.88976 -1.17643 -0.1054
C 3.80834 -2.68878 -0.49388 -0.1595
C 4.72061 -3.44064 -1.20855 -0.1968
C 4.71785 -3.39969 -2.59860 -0.1395
C 3.80204 -2.60715 -3.27866 -0.2094
C 2.88475 -1.85193 -2.57153 -0.1692
C -0.92649 1.83313 2.22107 0.3271
O -0.91835 1.54302 0.90645 -0.4760
H -3.66431 5.03525 1.26964 0.2167
H -2.13836 5.41089 2.11755 0.1974
H -3.57374 4.83928 3.02383 0.1936
H -2.47504 3.74787 4.51712 0.2498
H -0.96423 2.51697 5.99512 0.2527
H 0.59771 0.82594 5.08710 0.2442
H 1.58003 -0.30703 3.12417 0.2519
H 3.80273 -2.71121 0.58702 0.2390
H 5.43719 -4.05877 -0.68604 0.2404
H 5.43531 -3.98846 -3.15415 0.2389
H 3.80782 -2.57843 -4.35942 0.2354
H 2.17343 -1.23122 -3.09909 0.2089
N -0.48156 1.77231 -1.82143 -0.7226
C -1.64493 1.01429 -2.17101 0.1226
C -2.86684 1.33255 -1.55962 -0.2034
C -3.94133 0.48995 -1.75643 -0.1742
C -3.80063 -0.64877 -2.54557 -0.1251
C -2.59472 -0.93684 -3.17759 -0.1663
C -1.50418 -0.11038 -2.99332 -0.2104
H -0.67116 2.73357 -1.55267 0.4385
H 0.27369 1.72760 -2.50038 0.4412
H -2.95419 2.21207 -0.93193 0.2514
H -4.89199 0.71695 -1.29428 0.2526
H -4.64907 -1.30452 -2.69052 0.2505
H -2.50901 -1.80573 -3.81535 0.2507
H -0.55515 -0.32135 -3.47099 0.2476
N -6.26000 -7.32140 1.38138 -0.2042
C -5.57366 -6.42068 1.19338 0.2286
C -4.71647 -5.29262 0.95473 -0.0936
C -3.94509 -5.24758 -0.20795 -0.1786
C -3.12724 -4.16257 -0.44235 -0.0863
C -3.07356 -3.11795 0.48964 -0.2059
C -3.84383 -3.17164 1.65804 -0.1285
C -4.66539 -4.25604 1.88689 -0.1610
C -2.23259 -2.00231 0.25048 0.1821
C -1.49116 -1.04884 0.05207 -0.2744
H -3.99385 -6.06456 -0.91400 0.2525
H -2.51996 -4.11876 -1.33629 0.2218
H -3.79264 -2.36367 2.37479 0.2321
H -5.26780 -4.31176 2.78255 0.2530
```

Computed properties:
* Kohn-Sham gap: 5.512 eV
* 2S+1: 1
* LUMO level: -8.53 eV
* charge: +2

[7]
DFT (the ωB97M-V functional and the def2-TZVPD basis) results for 3 unconnected molecules or ions with the total composition C3H14NO2.

Structure (XYZ):
```
20
Properties=species:S:1:pos:R:3:nbo_charge:R:1
C 1.14750 -1.54549 -0.50086 -0.6549
C 0.07667 -0.85359 -1.29180 -0.2326
N -0.51037 0.26146 -0.45282 -0.5503
C -1.55378 0.99264 -1.19277 -0.4333
H 2.08154 -0.94657 -0.02526 0.2216
H 1.58256 -2.20421 -1.24805 0.2527
H 0.63884 -2.18071 0.32952 0.2370
H -0.65596 -1.57883 -1.65475 0.2382
H 0.48020 -0.37962 -2.30478 0.2207
H -0.83555 -0.33206 0.34847 0.4773
H 0.23488 0.80148 -0.02235 0.4591
H -2.28276 0.34091 -1.66675 0.2379
H -2.10867 1.71031 -0.57550 0.2415
H -1.07423 1.63750 -1.95334 0.2310
H 2.16330 1.15423 1.45311 0.5134
H 1.23544 2.48979 1.81331 0.5174
O 1.24537 1.56191 1.52330 -1.0063
H -1.00083 -0.81264 2.93535 0.5062
H -0.08610 0.23673 2.40152 0.5032
O -0.77805 -0.35322 2.08444 -0.9799
```

Computed properties:
* Kohn-Sham gap: 12.801 eV
* 2S+1: 1
* LUMO level: -3.01 eV
* charge: +1

[8]
DFT (the ωB97M-V functional and the def2-TZVPD basis) results for a molecular structure, C7H11DyN4O5S.

Structure (XYZ):
```
29
Properties=species:S:1:pos:R:3:mulliken_charge:R:1
Dy 11.37562 0.78540 8.28327 1.2504
O 12.25536 -2.98560 7.73602 -0.3322
C 12.68859 -2.09446 8.55408 0.7486
O 11.97313 -1.17670 9.04737 -0.6309
C 14.17677 -2.04512 8.85448 -0.4295
O 14.86715 -1.02875 8.09901 -0.3518
C 14.49156 -0.79678 6.77720 -0.4068
C 13.35103 0.23049 6.81869 0.7936
O 12.23680 -0.04763 6.22611 -0.6480
O 13.45461 1.24073 7.59461 -0.5987
H 11.34476 -3.30958 7.83133 0.3960
H 14.26113 -1.70629 9.89594 0.3390
H 14.61458 -3.05063 8.78231 0.3294
H 15.32671 -0.24070 6.27578 0.3541
H 14.15809 -1.70484 6.26549 0.3656
C 6.62082 3.27067 8.82254 -1.2398
C 7.94222 3.49565 9.46401 0.7228
N 8.14161 4.42600 10.36609 -0.5600
N 9.47969 4.36059 10.69164 0.1679
C 10.09960 3.33885 10.02633 0.5358
S 11.70468 2.75164 10.02935 -0.3997
N 9.09104 2.76655 9.26271 0.2936
N 9.33859 1.93972 8.14704 -0.7169
H 5.79336 3.65852 9.40242 0.3590
H 6.38772 2.25507 8.52534 0.3409
H 6.61555 3.86073 7.90822 0.3502
H 9.90836 5.05943 11.32023 0.2326
H 9.17612 2.47025 7.29365 0.3282
H 8.56399 1.20790 8.19590 0.4066
```

Computed properties:
* expectation value of S²: 9.34
* Kohn-Sham gap (alpha / beta): 8.605 / 8.553 eV
* 2S+1: 6
* LUMO level (alpha / beta): -7.48 / -7.54 eV
* charge: +2

[9]
DFT (the ωB97M-V functional and the def2-TZVPD basis) results for a single C6H10O molecule.

Structure (XYZ):
```
17
Properties=species:S:1:pos:R:3:nbo_charge:R:1
C 1.03373 -1.06105 0.68421 -0.5159
C 1.54554 -0.41950 -0.60100 0.4231
O 1.81588 0.75238 -0.70987 -0.5151
C -0.34683 1.97145 0.02639 -0.3677
C -1.13933 1.12989 -0.62973 -0.1991
C -1.13149 -0.35600 -0.42482 -0.4390
C -0.49351 -0.84282 0.88637 -0.3941
H 1.61163 -0.63268 1.50787 0.2306
H 1.25147 -2.13447 0.63768 0.2147
H 1.67524 -1.08287 -1.47975 0.1129
H -0.46312 -0.71723 -1.22791 0.2015
H 0.21526 1.67383 0.90627 0.1902
H -0.15745 2.97810 -0.33030 0.2059
H -1.67894 1.47411 -1.51094 0.1999
H -2.09781 -0.82027 -0.63597 0.2205
H -0.95886 -1.78261 1.20325 0.2167
H -0.68142 -0.13023 1.69825 0.2150
```

Computed properties:
* structure (SMILES): C=CCCCC=O
* Kohn-Sham gap: 10.220 eV
* 2S+1: 1
* LUMO level: 0.99 eV